1.
{"formula": "C64H58BClF4N4O2SSb2Y", "method": "wB97M-V/def2-TZVPD", "elements": ["Y", "C", "C", "C", "Sb", "C", "C", "C", "C", "C", "C", "C", "C", "C", "C", "C", "C", "Sb", "C", "C", "C", "C", "C", "C", "C", "C", "C", "C", "C", "C", "H", "H", "H", "H", "H", "H", "H", "H", "H", "H", "H", "H", "H", "H", "H", "H", "H", "H", "H", "H", "H", "H", "H", "H", "H", "H", "S", "C", "C", "C", "C", "C", "N", "H", "H", "H", "H", "N", "C", "C", "C", "C", "C", "C", "C", "C", "C", "C", "C", "C", "H", "H", "H", "H", "H", "H", "H", "H", "H", "H", "Cl", "C", "C", "C", "C", "N", "C", "H", "H", "H", "H", "C", "C", "C", "C", "C", "C", "N", "C", "C", "C", "C", "C", "C", "C", "O", "O", "C", "C", "H", "H", "H", "H", "H", "H", "H", "H", "H", "H", "H", "H", "H", "H", "F", "B", "F", "F", "F"], "positions_angstrom": [[-0.4590, -0.4869, -0.6921], [-0.0006, 3.1388, -1.1467], [0.9916, 3.7122, -0.1435], [1.4485, 2.7703, 0.9663], [-0.0695, 2.5950, 2.5306], [0.7687, 4.2908, 3.6484], [1.3924, 5.3653, 3.0289], [1.9525, 6.3971, 3.7647], [1.8994, 6.3767, 5.1468], [1.2657, 5.3202, 5.7782], [0.7029, 4.2975, 5.0354], [0.2709, 1.2755, 4.2613], [1.4150, 0.5819, 4.6073], [1.3874, -0.3355, 5.6445], [0.2207, -0.5601, 6.3544], [-0.9199, 0.1580, 6.0421], [-0.8903, 1.0619, 4.9946], [-1.8926, 2.5686, -0.2141], [-2.1279, 4.5946, 0.5829], [-1.7224, 5.7093, -0.1362], [-1.7704, 6.9748, 0.4237], [-2.2308, 7.1457, 1.7165], [-2.6559, 6.0444, 2.4385], [-2.6046, 4.7830, 1.8712], [-3.5087, 2.8593, -1.6896], [-3.9299, 1.7796, -2.4593], [-5.0802, 1.8577, -3.2246], [-5.8670, 2.9971, -3.1805], [-5.4890, 4.0561, -2.3741], [-4.3170, 3.9872, -1.6430], [0.4176, 2.2482, -1.6100], [-0.1624, 3.8628, -1.9487], [0.5589, 4.6205, 0.2911], [1.8879, 4.0126, -0.7009], [2.3525, 3.1611, 1.4375], [1.6689, 1.7858, 0.5621], [1.4470, 5.4159, 1.9513], [2.4336, 7.2212, 3.2540], [2.3486, 7.1729, 5.7266], [1.2119, 5.2954, 6.8584], [0.2137, 3.4789, 5.5444], [2.3259, 0.7391, 4.0508], [2.2808, -0.8835, 5.9068], [0.1968, -1.2848, 7.1558], [-1.8311, 0.0083, 6.6088], [-1.7903, 1.6236, 4.7485], [-1.3679, 5.5932, -1.1518], [-1.4424, 7.8312, -0.1481], [-2.2643, 8.1295, 2.1616], [-3.0206, 6.1685, 3.4485], [-2.9430, 3.9273, 2.4425], [-3.3590, 0.8553, -2.4613], [-5.3693, 1.0234, -3.8513], [-6.7767, 3.0571, -3.7609], [-6.1075, 4.9422, -2.3164], [-4.0291, 4.8163, -1.0123], [0.9368, -0.3371, 1.6410], [0.6852, -1.7972, 2.5534], [1.8044, -2.5483, 2.9370], [1.6112, -3.7048, 3.6565], [0.3163, -4.0769, 4.0057], [-0.7190, -3.2542, 3.6045], [-0.5509, -2.1467, 2.9022], [2.7923, -2.2104, 2.6635], [2.4558, -4.3226, 3.9342], [0.1280, -4.9781, 4.5701], [-1.7513, -3.4898, 3.8450], [-2.1861, -0.3887, 1.5717], [-3.4519, 0.1184, 1.3208], [-3.9387, 1.1908, 2.0667], [-5.1647, 1.7601, 1.7739], [-5.9333, 1.2440, 0.7448], [-5.4623, 0.1693, 0.0104], [-4.2135, -0.3888, 0.2587], [-3.7395, -1.4955, -0.6079], [-4.6231, -2.5611, -0.7791], [-4.3506, -3.5771, -1.6712], [-3.2025, -3.4976, -2.4374], [-2.3169, -2.4480, -2.2523], [-2.5111, -1.4226, -1.3060], [-1.8071, -0.1427, 2.4842], [-2.0892, -1.3962, 1.4422], [-3.3389, 1.5678, 2.8893], [-5.5255, 2.5949, 2.3587], [-6.8957, 1.6746, 0.5077], [-6.0659, -0.2377, -0.7899], [-5.5218, -2.5937, -0.1762], [-5.0354, -4.4069, -1.7850], [-2.9794, -4.2616, -3.1705], [-1.4336, -2.4399, -2.8881], [1.6297, -1.0279, -6.4450], [0.5643, -0.0630, -5.5069], [-0.0165, 1.0661, -6.0626], [-0.8289, 1.8349, -5.2497], [-1.0160, 1.4459, -3.9363], [-0.4901, 0.3424, -3.4152], [0.2922, -0.4015, -4.1867], [0.1769, 1.3308, -7.0897], [-1.3001, 2.7284, -5.6264], [-1.6179, 2.0568, -3.2784], [0.7468, -1.2687, -3.7259], [6.8588, -5.8157, -4.4646], [5.5195, -5.1592, -4.6315], [5.0503, -4.8771, -5.9055], [3.8231, -4.2673, -6.0910], [3.0318, -3.9863, -4.9980], [3.4682, -4.2876, -3.7099], [2.6123, -4.0048, -2.6405], [2.0809, -4.8963, -1.7633], [2.4345, -6.2557, -1.7667], [1.9214, -7.1322, -0.8373], [1.0350, -6.6904, 0.1369], [0.6397, -5.3694, 0.1270], [1.1238, -4.4683, -0.8161], [0.5307, -3.1088, -0.8150], [-0.2822, -2.7999, 0.0919], [0.7903, -2.2848, -1.7461], [4.7450, -4.8287, -3.5171], [5.3033, -5.0140, -2.1381], [7.2587, -6.1098, -5.4327], [6.7815, -6.7022, -3.8356], [7.5624, -5.1321, -3.9913], [5.6564, -5.1296, -6.7630], [3.4754, -4.0347, -7.0877], [2.0553, -3.5497, -5.1334], [2.1478, -3.0961, -2.6297], [3.1070, -6.6171, -2.5282], [2.2097, -8.1750, -0.8722], [0.6428, -7.3779, 0.8726], [-0.0740, -4.9918, 0.8440], [4.6481, -4.5707, -1.3944], [6.2781, -4.5313, -2.0717], [5.4362, -6.0697, -1.8988], [3.2146, -0.4052, -3.0864], [2.7708, 0.7187, -2.4542], [1.7770, 0.3005, -1.4356], [3.7616, 1.4062, -1.8281], [2.0824, 1.5437, -3.3228]], "energy_ev": -126399.6843, "largest_force_ha_per_bohr": 0.032, "relative_energy_kcal_mol": 53.7, "e_lumo_ev": 2.278, "homo_energy_ev": -5.27, "total_charge": -1}

***

2.
{"formula": "C8H16Cl2N2RhS", "method": "wB97M-V/def2-TZVPD", "elements": ["Rh", "Cl", "Cl", "C", "H", "H", "C", "C", "H", "C", "H", "C", "H", "H", "C", "H", "H", "C", "H", "H", "H", "H", "N", "C", "N", "S", "H", "H", "H", "H"], "positions_angstrom": [[-0.1869, -0.9611, 1.1238], [-0.3107, 0.7894, 2.5851], [-1.0075, -3.0026, 0.5571], [1.2580, -1.7541, 2.0881], [1.3104, -2.8446, 2.1254], [1.6352, -1.2035, 2.9313], [-1.0720, 0.5870, -1.5358], [-1.6546, 0.2652, -0.3971], [-0.5896, -0.1838, -2.1446], [-2.3367, 1.2745, 0.4704], [-1.8095, -0.8071, -0.1483], [-2.5031, 2.6476, -0.1473], [-3.2784, 0.8843, 0.8402], [-1.7446, 1.4279, 1.4182], [-1.2692, 3.0464, -0.9751], [-3.3595, 2.6427, -0.8323], [-2.6888, 3.3942, 0.6355], [-1.0549, 1.9853, -2.0794], [-1.4169, 4.0408, -1.4234], [-0.3881, 3.1001, -0.3185], [-1.8472, 2.1705, -2.8351], [-0.0964, 2.1544, -2.5922], [2.1635, -3.1168, -0.3455], [2.8647, -2.1090, 0.1217], [4.2072, -2.1608, 0.2076], [2.0507, -0.6569, 0.7006], [2.6578, -3.8858, -0.7632], [1.1335, -3.1782, -0.2388], [4.6763, -1.4714, 0.7568], [4.6573, -3.0745, 0.2148]], "multiplicity": 5, "energy_ev": -50421.3792, "largest_force_ha_per_bohr": 0.078, "relative_energy_kcal_mol": 35.1, "s_squared": 6.025, "e_lumo_ev": [3.223, 3.036], "homo_energy_ev": [-1.08, -4.72], "total_charge": -1}